Record 1
Computed, not measured: C20H20F6HfN4O6S3 as an isolated structure, with ωB97M-V/def2-TZVPD.

As for the net charge: +2. The LUMO energy comes out at -6.813 eV. Its orbital gap is 6.59 eV. For the electronic energy, the calculation gives -89416.48583 eV.

XYZ file:
```
60
Properties=species:S:1:pos:R:3:forces:R:3:mulliken_charge:R:1
Hf 0.719358 0.123717 0.283990 -0.1 0.3 -0.1 1.615
F -0.652969 -3.702272 3.377498 0.0 0.0 0.0 -0.159
C -1.468278 -2.852986 2.807113 0.0 -0.1 0.0 0.507
F -1.933614 -3.320698 1.665892 0.0 0.0 0.1 -0.155
F -2.432336 -2.479411 3.605508 0.0 0.0 0.0 -0.148
S -0.485680 -1.335265 2.343044 -0.1 0.3 0.1 1.288
O -1.301081 -0.394830 1.565181 0.1 -0.1 0.1 -0.595
O 0.607040 -1.754138 1.397670 0.0 0.0 0.0 -0.641
N 0.073836 -0.792274 3.679295 -0.2 -0.2 0.0 -0.480
S 1.055625 0.449054 3.603807 -0.1 0.2 0.1 1.016
O 0.913575 1.376818 4.651267 0.0 -0.1 -0.2 -0.506
O 1.003469 0.994128 2.194057 0.2 0.0 -0.1 -0.782
C 2.771474 -0.288770 3.647907 0.1 -0.1 -0.1 0.762
F 3.080607 -0.607197 2.375228 0.1 -0.1 0.1 -0.208
F 2.770383 -1.369543 4.387772 0.0 0.1 0.0 -0.185
F 3.608653 0.608126 4.095643 0.0 0.0 0.0 -0.171
S 2.945057 -0.127499 -0.835473 0.0 -0.1 0.0 -0.512
C 2.735554 0.042480 -2.558060 0.0 0.0 0.1 0.586
N 3.759237 0.358937 -3.321561 0.0 0.0 -0.1 -0.147
C 3.411253 0.335134 -4.753269 0.0 0.0 0.0 -0.475
C 1.888823 0.065360 -4.711867 0.1 0.0 0.0 -0.525
N 1.646981 -0.156265 -3.273974 -0.1 0.0 -0.1 0.182
H 4.686385 0.537146 -2.968771 0.0 0.0 0.0 0.194
H 3.963825 -0.455966 -5.255391 0.0 0.0 0.0 0.309
H 3.654243 1.286822 -5.218023 0.0 0.0 0.0 0.327
H 1.607490 -0.817064 -5.280673 0.0 0.0 0.0 0.347
H 1.306347 0.915193 -5.061617 0.0 0.0 0.0 0.333
H 0.758842 -0.437459 -2.886698 0.0 0.0 0.1 0.039
C -7.304519 -3.326064 -1.662243 0.1 0.0 0.0 -1.509
C -6.100605 -2.996410 -2.503151 0.0 0.0 0.0 1.110
C -5.940409 -3.586287 -3.752660 0.0 0.0 0.0 -0.814
C -4.844996 -3.304354 -4.553805 0.0 0.0 0.0 -0.882
C -3.891941 -2.406231 -4.108794 0.0 0.0 -0.1 -0.504
C -4.046566 -1.813422 -2.865364 0.0 0.0 0.0 -0.710
N -3.031751 -0.882577 -2.433097 -0.1 0.0 0.0 0.206
C -3.192866 0.443146 -2.420103 0.1 0.0 0.0 1.207
C -4.371689 1.023035 -2.955275 0.0 0.0 0.0 -0.998
C -4.561638 2.371046 -2.928520 0.1 0.1 0.0 -0.564
C -3.607756 3.264715 -2.364279 -0.1 0.0 0.0 -0.849
C -2.469691 2.759835 -1.844343 0.0 0.0 0.0 -0.846
C -2.214968 1.343756 -1.856914 0.0 0.1 0.0 0.167
C -1.041640 0.914036 -1.268835 0.2 -0.1 0.0 1.672
O -0.608209 -0.349164 -1.230048 -0.1 -0.2 -0.1 -0.857
O -0.198813 1.693485 -0.601384 -0.2 0.1 0.1 -0.901
C -5.132129 -2.096448 -2.037294 0.0 0.1 0.1 1.256
C -5.290360 -1.455725 -0.681444 0.0 0.0 -0.1 -1.725
H -7.992204 -3.968325 -2.207575 0.0 0.0 0.0 0.400
H -7.843965 -2.424753 -1.367149 0.0 0.0 0.0 0.328
H -7.015487 -3.847009 -0.747082 0.0 0.0 0.0 0.351
H -6.693369 -4.280313 -4.104712 0.0 0.0 0.0 0.403
H -4.742940 -3.773624 -5.522617 0.0 0.0 0.0 0.403
H -3.037859 -2.150596 -4.723593 0.0 0.0 0.0 0.503
H -2.181816 -1.260908 -2.050331 0.0 0.0 0.0 0.303
H -5.113563 0.371283 -3.393486 0.0 0.0 0.0 0.501
H -5.471989 2.776461 -3.351824 0.0 0.0 0.0 0.446
H -3.795623 4.328254 -2.358161 0.0 0.0 0.0 0.449
H -1.721506 3.407666 -1.409966 0.0 0.0 0.0 0.542
H -6.057951 -0.678245 -0.707776 0.0 0.0 0.0 0.363
H -4.365403 -1.000625 -0.330146 0.0 0.0 0.0 0.195
H -5.610221 -2.190100 0.056994 0.0 0.0 0.0 0.537
```
Positions in Å, forces in eV/Å.

***

Record 2
Computed, not measured: C20H20F7NO3PPd as an isolated structure at a distorted geometry, with ωB97M-V/def2-TZVPD.

As for the net charge: -2. The LUMO energy (spin up / spin down) comes out at 4.297 / 4.266 eV. Its orbital gap (spin up / spin down) is 3.84 / 6.35 eV. The value obtained for the energy above the lowest of the compared OMol25 structures with the same formula, charge and spin is 0.0 kJ/mol. As for the spin multiplicity: 2. As for the expectation value of S²: 0.779. For the electronic energy, the calculation gives -60492.59808 eV.

XYZ file:
```
53
Properties=species:S:1:pos:R:3:forces:R:3:lowdin_spin:R:1
Pd -3.853178 -10.379353 -10.690527 -1.7 1.1 -1.9 0.004
C -7.162147 -14.150336 -15.797926 -0.4 -0.1 0.5 0.004
C -7.868521 -12.787781 -15.727922 0.7 1.5 0.2 0.006
C -8.108441 -12.146624 -17.123523 -0.7 0.5 0.7 0.001
C -6.855652 -11.641185 -17.835268 -0.1 -0.2 0.0 0.007
C -5.751326 -11.160465 -16.941220 -1.1 -0.7 2.6 0.064
C -4.634961 -10.586788 -17.506804 2.3 0.6 -0.2 0.157
C -3.519960 -10.274855 -16.676448 -1.9 -0.4 0.4 0.009
F -2.500284 -9.621902 -17.267149 0.7 0.0 -0.1 -0.010
C -3.519929 -10.491398 -15.294946 2.0 0.7 -1.8 0.117
C -4.686756 -10.945854 -14.703662 -3.0 -0.2 0.3 0.062
C -4.871130 -10.886039 -13.297111 0.7 -1.2 -1.4 0.184
O -3.759535 -10.974417 -12.637307 -0.5 0.7 1.5 0.140
C -6.237506 -10.940432 -12.825377 -0.4 -0.2 -1.1 0.003
C -7.194031 -11.512383 -13.647057 -0.2 0.2 1.4 0.103
N -7.006529 -11.823788 -14.958138 0.5 -0.5 -0.1 0.071
C -5.832905 -11.300267 -15.526084 1.1 0.2 -2.5 0.046
C -6.605319 -10.163193 -11.630030 1.1 0.9 3.9 -0.004
O -7.725233 -10.096674 -11.123680 -0.8 -0.5 -1.4 -0.003
O -5.625463 -9.542236 -10.963457 -1.8 -0.2 -2.0 -0.005
H -7.641882 -14.821475 -16.524884 0.0 0.1 0.2 0.001
H -7.152330 -14.637148 -14.804390 0.0 0.2 -0.5 0.001
H -6.121965 -14.011484 -16.097587 0.0 0.1 -0.1 0.001
H -8.831086 -12.753366 -15.169148 0.6 -0.6 -0.4 0.000
H -8.801747 -11.287783 -16.977163 0.5 -0.4 0.1 0.000
H -8.661126 -12.818224 -17.780732 0.0 -0.3 0.1 0.000
H -7.191502 -10.804949 -18.449863 0.2 0.0 -0.4 0.001
H -6.446943 -12.418993 -18.502608 -0.1 0.2 0.1 0.003
H -4.590487 -10.447566 -18.595138 0.2 0.1 0.5 0.016
H -2.641284 -10.229547 -14.671442 -0.8 -0.2 -0.5 0.009
H -8.181741 -11.752291 -13.252763 0.1 0.4 0.0 0.009
F -4.007323 -9.224375 -9.014765 0.9 0.2 2.6 0.001
P -3.343504 -9.415968 -7.265203 -1.0 -0.1 -1.8 0.000
F -3.790215 -10.989765 -7.457148 0.5 1.5 1.2 0.000
F -1.936171 -9.769586 -7.990805 -0.6 0.2 1.2 0.000
F -2.939213 -7.843332 -7.313980 -0.5 -0.7 0.1 0.000
F -2.787065 -9.523133 -5.699415 -0.7 -0.4 -2.0 0.000
F -4.882801 -9.021835 -6.805919 1.8 -0.5 -0.1 0.000
C -0.395703 -13.942962 -9.095029 0.4 0.1 -0.2 0.000
C -1.099012 -13.792376 -10.455026 -1.7 1.2 1.1 0.000
C -2.307592 -14.734989 -10.620593 0.2 -1.3 -1.0 0.000
C -0.099721 -13.867618 -11.565063 1.1 0.1 -0.8 0.000
C -1.772129 -12.489592 -10.466363 0.7 0.4 0.0 0.000
C -2.435442 -11.480008 -10.472878 2.2 -1.5 0.7 0.000
H 0.101045 -14.914363 -9.053006 0.1 -0.2 0.2 0.000
H -1.102422 -13.859012 -8.260774 0.2 0.1 -0.2 0.000
H 0.383589 -13.148123 -9.009665 -0.6 -0.5 0.1 0.000
H -1.926633 -15.773442 -10.747838 -0.4 0.1 0.4 0.000
H -2.860695 -14.523565 -11.565396 0.5 0.2 0.6 0.000
H -3.056528 -14.658987 -9.814603 0.6 0.0 -0.1 0.000
H 0.565442 -14.739742 -11.412453 -0.3 0.1 -0.3 0.000
H 0.547868 -12.952999 -11.518929 -0.5 -0.8 -0.2 0.000
H -0.594458 -13.912487 -12.557825 0.4 0.0 0.5 0.000
```
Positions in Å, forces in eV/Å.

***

Question: Which value of electronic energy does entry 2 give?
Answer: -60492.59808 eV

***

Question: The lowest electronic energy belongs to which entry?
Answer: C20H20F6HfN4O6S3